1.
26
Properties=species:S:1:pos:R:3:forces:R:3:lowdin_charge:R:1 method="wB97M-V/def2-TZVPD" max_force_ev_per_a=3.1 total_energy_ha=-959.7060 total_charge=-1 relative_energy_kj_mol=127.3
B -4.915 -24.173 -22.204 -0.64 -0.76 1.17 -1.373
F -4.868 -23.238 -21.183 -1.40 1.72 1.20 0.105
F -5.526 -25.268 -21.619 -1.06 -1.22 -0.21 0.146
F -5.641 -23.685 -23.278 0.21 -0.40 -1.00 0.152
F -3.641 -24.462 -22.426 2.16 -0.93 -1.75 0.212
O -5.916 -25.364 -18.847 -0.14 -1.71 -0.27 -0.045
H -5.777 -24.453 -18.744 0.23 2.06 0.54 -0.009
H -5.639 -25.469 -19.767 -0.13 -0.33 -0.22 0.006
O -4.263 -20.690 -21.711 0.55 2.15 -1.28 -0.024
H -4.437 -21.488 -21.271 -0.35 -1.82 1.01 -0.027
H -5.017 -20.569 -22.291 -0.46 0.12 0.09 0.044
O -1.419 -25.261 -21.101 -0.19 -1.02 -0.24 -0.069
H -2.147 -25.544 -21.678 0.42 0.44 -0.14 0.021
H -1.789 -25.492 -20.248 0.13 0.22 0.45 0.022
O -3.396 -22.206 -24.019 2.68 1.50 0.38 -0.016
H -4.154 -22.573 -24.368 -2.51 -1.30 -0.94 -0.001
H -3.639 -21.691 -23.240 0.03 0.17 0.31 0.019
O -7.369 -22.090 -22.411 -0.68 0.36 0.61 -0.056
H -7.618 -22.540 -21.599 -0.38 0.35 0.31 0.036
H -6.723 -22.729 -22.713 0.32 0.01 -0.74 -0.039
O -0.882 -22.846 -23.106 -0.57 -0.47 0.54 -0.056
H -1.722 -22.742 -23.586 0.10 0.02 0.13 -0.009
H -0.203 -22.518 -23.667 0.71 0.43 -0.76 -0.003
O -2.499 -22.786 -20.408 -0.95 -0.22 0.06 -0.067
H -3.216 -23.225 -20.928 1.66 0.30 0.32 0.004
H -3.054 -22.478 -19.687 0.26 0.34 0.43 0.026

***

2.
32
Properties=species:S:1:pos:R:3:forces:R:3:lowdin_charge:R:1 method="wB97M-V/def2-TZVPD" max_force_ev_per_a=3.2 total_energy_ha=-1112.5983 total_charge=-1 relative_energy_kj_mol=103.0
B 1.366 0.112 -0.340 1.26 -1.16 0.31 -1.410
F 1.988 -1.090 -0.529 0.93 -1.02 0.02 0.184
F 0.043 -0.136 -0.267 -2.59 0.06 0.88 0.171
F 1.887 0.754 0.784 -0.10 0.65 0.32 0.137
F 1.500 0.869 -1.447 1.10 2.29 -1.88 0.174
O 0.123 -3.237 0.054 0.80 0.11 -1.09 -0.061
H -0.760 -3.386 0.388 -0.28 0.55 -0.03 0.043
H 0.194 -2.368 -0.402 -0.44 -1.21 0.20 0.021
O 1.552 -0.179 3.268 0.31 0.30 0.54 -0.036
H 1.619 0.294 2.435 0.29 0.21 -0.25 0.001
H 0.614 -0.260 3.410 -0.55 -0.14 0.22 0.047
O -1.154 -1.977 -2.474 -0.75 -1.23 0.01 -0.029
H -0.863 -1.099 -2.331 0.98 1.47 -0.28 -0.029
H -2.064 -1.905 -2.187 -0.42 -0.43 0.16 0.037
O -0.503 3.550 -0.967 1.07 0.18 -0.09 -0.053
H -0.125 3.939 -0.164 -0.23 -0.05 0.05 0.052
H 0.300 3.286 -1.454 -0.51 -0.12 0.11 0.064
O 0.313 2.665 2.287 0.90 1.30 -0.19 -0.011
H 0.499 1.966 1.682 0.68 -0.81 -0.95 -0.014
H -0.476 2.370 2.683 -1.63 -0.32 0.95 0.018
O 1.378 -2.637 2.223 0.09 -1.61 0.20 -0.062
H 1.523 -1.737 2.405 0.64 1.72 1.05 -0.065
H 1.159 -2.606 1.293 -0.30 -0.82 -0.46 -0.036
O 0.257 0.132 -3.649 -1.62 0.56 2.70 -0.032
H 0.768 0.313 -2.823 -0.48 -0.02 -0.67 0.022
H 0.905 0.088 -4.287 2.09 -0.30 -2.34 -0.008
O -2.440 1.884 -0.021 0.05 -0.24 0.29 -0.065
H -2.577 1.549 -0.902 -0.56 -0.38 -0.51 0.026
H -1.557 2.249 -0.170 0.18 0.38 0.30 -0.020
O -1.902 -1.489 0.664 -1.18 -1.61 0.78 -0.029
H -2.350 -0.675 0.774 -0.89 1.39 0.37 0.005
H -1.219 -1.250 0.072 1.15 0.30 -0.74 -0.042

***

3.
34
Properties=species:S:1:pos:R:3:forces:R:3:lowdin_charge:R:1 method="wB97M-V/def2-TZVPD" max_force_ev_per_a=3.6 total_energy_ha=-1093.1168
N 0.884 1.588 -3.899 1.03 0.19 0.16 0.362
H 1.770 2.064 -3.809 0.46 0.59 0.29 0.156
H 1.073 0.902 -4.615 -0.63 -0.48 -0.41 0.159
H 0.172 2.270 -4.117 -0.47 0.02 -0.25 0.160
H 0.713 1.149 -3.005 -0.45 -0.54 0.79 0.153
B -0.177 0.307 0.277 -0.35 -0.95 2.19 -1.455
F -1.324 0.942 -0.053 -2.24 0.72 -1.01 0.138
F 0.083 -0.751 -0.560 0.34 -0.79 -1.14 0.119
F 0.801 1.231 0.269 2.78 2.01 -0.96 0.136
F -0.239 -0.117 1.618 -0.40 -0.69 0.39 0.085
O -5.294 0.631 -2.959 -0.02 -0.15 0.07 -0.049
H -4.463 1.094 -3.063 0.20 0.10 0.12 0.022
H -5.794 0.855 -3.744 -0.21 0.04 -0.17 0.027
O -4.384 3.350 2.232 -0.27 0.16 0.01 -0.052
H -3.649 3.909 1.980 0.17 0.10 -0.03 0.022
H -4.030 2.461 2.205 0.11 -0.30 0.02 0.029
O 4.528 -0.588 -0.746 0.25 0.14 -0.30 -0.054
H 3.922 -1.325 -0.675 -0.19 -0.30 0.16 0.032
H 4.001 0.179 -0.520 -0.18 0.16 0.21 0.018
O 5.808 2.205 2.557 0.25 0.05 -0.07 -0.054
H 5.250 2.920 2.863 -0.14 0.19 0.12 0.028
H 5.196 1.506 2.325 -0.13 -0.25 -0.05 0.026
O -4.126 -1.653 2.923 -0.14 -0.08 0.22 -0.053
H -4.711 -1.720 2.170 -0.15 -0.01 -0.17 0.026
H -3.298 -1.341 2.557 0.36 0.12 -0.08 0.025
O 0.017 -5.926 -1.923 0.23 0.09 -0.03 -0.054
H -0.202 -6.843 -1.762 -0.01 -0.25 0.04 0.028
H -0.828 -5.477 -1.941 -0.20 0.18 0.03 0.029
O 0.351 3.359 3.477 0.11 0.22 0.26 -0.051
H -0.086 3.942 2.856 -0.10 0.09 -0.13 0.022
H 0.526 2.563 2.976 -0.01 -0.41 -0.21 0.021
O 2.825 -4.438 1.186 0.26 0.02 -0.12 -0.055
H 2.649 -4.440 2.126 -0.02 0.07 0.24 0.030
H 2.034 -4.808 0.793 -0.24 -0.06 -0.19 0.023